Record 1
C8H13BrO | ωB97M-V/def2-TZVPD

Cartesian coordinates (Å):
1 C -0.765 -1.549 -0.235
2 C -1.171 -0.332 0.212
3 C 0.714 -1.600 -0.108
4 C 1.166 -0.211 0.393
5 C -0.047 0.710 0.419
6 C -1.510 -2.787 -0.609
7 C -0.169 1.673 1.560
8 C 0.923 2.347 -1.059
9 O -0.130 1.554 -0.778
10 Br -2.926 0.251 -0.040
11 H 1.063 -2.394 0.500
12 H 1.179 -1.737 -1.119
13 H 1.607 -0.377 1.393
14 H 1.939 0.252 -0.322
15 H -2.483 -2.654 -1.032
16 H -1.525 -3.332 0.351
17 H -0.852 -3.349 -1.427
18 H 0.289 2.518 1.263
19 H 0.352 1.343 2.501
20 H -1.307 1.799 1.777
21 H 1.546 2.005 -1.967
22 H 1.516 2.594 -0.099
23 H 0.593 3.275 -1.573

The energy above the lowest of the compared OMol25 structures with the same formula, charge and spin is 0.4 kcal/mol. The charge is 0. Its structure (SMILES) is CO[C@]1(C)CCC(C)=C1Br. As for the gap between HOMO and LUMO: 9.509 eV.

---

Record 2
C3H8N2O | ωB97M-V/def2-TZVPD

Cartesian coordinates (Å):
1 C -1.039 0.983 -1.493
2 C 0.545 2.340 -0.451
3 N -0.284 1.373 -0.275
4 H -1.645 0.080 -1.411
5 H -1.754 1.807 -1.736
6 H -0.503 0.861 -2.391
7 H 1.552 2.518 -0.020
8 H -0.003 3.275 -0.812
9 C 0.581 -2.574 1.928
10 N 0.568 -1.591 0.994
11 O -0.448 -2.958 2.429
12 H 1.633 -2.981 2.220
13 H 1.219 -1.631 0.312
14 H -0.423 -1.502 0.705

The energy above the lowest of the compared OMol25 structures with the same formula, charge and spin is 80.7 kcal/mol. The charge is 0. Its structure (SMILES) is C=NC.NC=O. As for the gap between HOMO and LUMO: 9.183 eV.

---

Record 3
C6H8O6 | ωB97M-V/def2-TZVPD

Cartesian coordinates (Å):
1 O 0.396 -2.293 1.956
2 C 1.527 -2.836 2.550
3 O 2.299 -3.495 1.831
4 O 1.659 -2.511 3.745
5 C 0.280 -2.368 0.547
6 H 1.199 -1.969 0.073
7 H 0.213 -3.422 0.224
8 C -0.914 -1.602 0.103
9 H -1.540 -1.120 0.857
10 H -1.446 -1.976 -0.775
11 O -1.467 2.066 -1.780
12 C -1.389 3.381 -1.558
13 C -0.274 1.420 -1.342
14 O -2.235 4.171 -1.872
15 O -0.280 3.684 -0.886
16 C 0.419 2.488 -0.507
17 H -0.524 0.362 -0.773
18 H 1.481 2.597 -0.753
19 H 0.294 2.337 0.574
20 H 0.302 1.085 -2.212

The energy above the lowest of the compared OMol25 structures with the same formula, charge and spin is 0.0 kcal/mol. The charge is -1. Its spin multiplicity is 2. As for the gap between HOMO and LUMO (alpha / beta): 7.015 / 6.904 eV.

---

Record 4
H18O9 | ωB97M-V/def2-TZVPD

Cartesian coordinates (Å):
1 H 0.152 0.267 -0.135
2 H 1.219 0.754 -1.101
3 H -3.249 2.537 -0.421
4 H -2.247 2.788 -1.537
5 H -0.690 -1.579 0.087
6 H -1.559 -0.771 1.037
7 H 3.774 -0.368 1.421
8 H 2.348 0.158 1.401
9 H 0.250 -2.617 3.145
10 H 0.630 -1.710 1.986
11 H 4.194 -2.492 -2.231
12 H 4.957 -1.445 -1.436
13 H -3.937 -0.287 0.888
14 H -3.440 -1.098 -0.297
15 H -2.136 -2.547 -0.118
16 H -2.734 -3.504 -1.136
17 H 2.035 4.943 0.066
18 H 1.049 3.873 0.504
19 O 0.460 0.163 -1.042
20 O -2.796 3.247 -0.891
21 O -1.428 -0.960 0.101
22 O 3.259 0.426 1.235
23 O 0.897 -1.954 2.879
24 O 4.486 -1.574 -2.266
25 O -4.243 -0.734 0.091
26 O -1.914 -3.052 -0.909
27 O 1.203 4.824 0.537

The energy above the lowest of the compared OMol25 structures with the same formula, charge and spin is 86.4 kcal/mol. The charge is 0. Its structure (SMILES) is O.O.O.O.O.O.O.O.O. As for the gap between HOMO and LUMO: 10.808 eV.

---

Record 5
C5H8N2 | ωB97M-V/def2-TZVPD

Cartesian coordinates (Å):
1 C 2.373 -0.827 -0.424
2 N 0.959 -0.472 -0.556
3 C 0.345 0.150 0.472
4 C -0.971 0.334 0.150
5 C -2.012 0.960 1.021
6 C -1.069 -0.232 -1.135
7 N 0.099 -0.717 -1.576
8 H 3.019 -0.339 -1.157
9 H 2.561 -1.903 -0.423
10 H 2.673 -0.457 0.563
11 H 0.895 0.393 1.367
12 H -2.915 1.186 0.452
13 H -1.636 1.893 1.454
14 H -2.286 0.289 1.841
15 H -2.007 -0.317 -1.679

The energy above the lowest of the compared OMol25 structures with the same formula, charge and spin is 18.0 kcal/mol. The charge is 0. Its structure (SMILES) is Cc1cnn(C)c1. As for the gap between HOMO and LUMO: 9.819 eV.

---

Record 6
C10H18N2O2 | ωB97M-V/def2-TZVPD

Cartesian coordinates (Å):
1 C -2.158 -0.579 -0.460
2 C 0.074 0.309 -0.332
3 C -3.465 -0.660 -0.197
4 C 1.080 1.277 -0.064
5 C -1.242 0.447 -0.023
6 C -4.350 -1.744 -0.708
7 C -2.369 2.678 -0.200
8 C 4.333 -2.150 0.726
9 C -1.774 1.628 0.743
10 C 3.703 -0.768 0.815
11 N 2.360 1.114 -0.131
12 N 3.053 -0.458 -0.473
13 O 3.236 1.954 0.048
14 O 3.810 -0.406 -1.471
15 H -1.718 -1.356 -1.075
16 H 0.364 -0.590 -0.862
17 H -3.959 0.075 0.423
18 H 0.769 2.281 0.208
19 H -4.669 -2.383 0.117
20 H -5.249 -1.313 -1.151
21 H -3.846 -2.359 -1.450
22 H -3.166 2.244 -0.799
23 H -2.774 3.510 0.370
24 H -1.606 3.059 -0.874
25 H 4.997 -2.182 -0.137
26 H 4.907 -2.365 1.623
27 H 3.566 -2.914 0.605
28 H -2.542 1.289 1.437
29 H -0.981 2.083 1.336
30 H 2.961 -0.706 1.613
31 H 4.471 -0.002 0.950
32 H 2.184 -1.012 -0.604

The energy above the lowest of the compared OMol25 structures with the same formula, charge and spin is 181.4 kcal/mol. The charge is 0. Its structure (SMILES) is C/C=C/C(=C/C=[N+](/[O-])[N@@H+]([O-])CC)CC. As for the gap between HOMO and LUMO (alpha / beta): 7.814 / 7.813 eV.

---

Record 7
C38H31N4P2RhS3 | ωB97M-V/def2-TZVPD

Cartesian coordinates (Å):
1 Rh 0.161 1.498 -0.413
2 S -1.965 0.460 0.678
3 P -0.738 -1.071 0.909
4 C 0.846 -0.815 0.172
5 P 2.120 0.281 0.824
6 S 2.314 2.251 0.379
7 C 3.704 -0.517 0.411
8 C 4.872 0.060 0.908
9 C 6.100 -0.514 0.644
10 C 6.183 -1.663 -0.139
11 C 5.027 -2.234 -0.641
12 C 3.789 -1.664 -0.359
13 C 2.056 0.127 2.632
14 C 2.580 -1.010 3.241
15 C 2.577 -1.126 4.621
16 C 2.048 -0.103 5.397
17 C 1.530 1.033 4.795
18 C 1.537 1.150 3.413
19 C -1.366 -2.588 0.130
20 C -2.731 -2.738 -0.072
21 C -3.228 -3.912 -0.621
22 C -2.362 -4.938 -0.971
23 C -0.994 -4.792 -0.775
24 C -0.499 -3.618 -0.228
25 C -0.599 -1.606 2.643
26 C 0.002 -2.833 2.933
27 C -0.033 -3.349 4.214
28 C -0.669 -2.635 5.226
29 C -1.254 -1.413 4.948
30 C -1.226 -0.901 3.656
31 H 4.824 0.964 1.504
32 H 6.997 -0.062 1.045
33 H 7.146 -2.105 -0.354
34 H 5.075 -3.124 -1.254
35 H 2.894 -2.143 -0.737
36 H 2.995 -1.808 2.638
37 H 2.983 -2.012 5.087
38 H 2.045 -0.192 6.475
39 H 1.122 1.830 5.399
40 H 1.151 2.046 2.940
41 H -3.404 -1.927 0.177
42 H -4.291 -4.019 -0.780
43 H -2.749 -5.850 -1.404
44 H -0.314 -5.583 -1.055
45 H 0.570 -3.488 -0.102
46 H 0.497 -3.397 2.156
47 H 0.431 -4.302 4.423
48 H -0.704 -3.037 6.229
49 H -1.745 -0.853 5.731
50 H -1.703 0.046 3.424
51 N -0.992 -1.950 -3.139
52 C -0.741 -0.754 -2.462
53 S 0.863 -0.713 -1.654
54 N -1.438 0.286 -2.767
55 N -1.066 1.433 -2.171
56 C -1.563 2.572 -2.677
57 C -2.340 2.617 -3.937
58 C -3.558 1.950 -4.052
59 C -4.285 2.006 -5.230
60 C -3.803 2.725 -6.317
61 C -2.587 3.384 -6.216
62 C -1.863 3.326 -5.034
63 C -1.302 3.748 -1.927
64 C -1.780 5.039 -2.288
65 C -1.512 6.112 -1.492
66 C -0.763 5.942 -0.311
67 C -0.339 4.674 -0.008
68 N -0.595 3.602 -0.767
69 H -0.862 -2.780 -2.579
70 H -1.900 -1.925 -3.585
71 H -3.930 1.387 -3.207
72 H -5.231 1.486 -5.298
73 H -4.371 2.765 -7.236
74 H -2.197 3.941 -7.058
75 H -0.909 3.834 -4.957
76 H -2.366 5.158 -3.187
77 H -1.884 7.088 -1.771
78 H -0.528 6.768 0.344
79 H 0.243 4.475 0.884

The energy above the lowest of the compared OMol25 structures with the same formula, charge and spin is 4.6 kcal/mol. The charge is 0. Its spin multiplicity is 5. As for the gap between HOMO and LUMO (alpha / beta): 5.274 / 6.928 eV.

---

Record 8
C3H6INS | ωB97M-V/def2-TZVPD

Cartesian coordinates (Å):
1 C -1.912 -1.248 1.311
2 C -0.747 -0.799 0.859
3 C 1.163 1.161 -1.823
4 N 1.030 1.134 0.838
5 S -0.525 1.005 0.795
6 I -0.878 1.182 -2.077
7 H -2.149 -2.379 1.515
8 H -2.648 -0.518 1.632
9 H 0.219 -1.365 0.720
10 H 1.619 0.224 -2.199
11 H 1.734 1.976 -2.408
12 H 1.310 2.094 0.477

The energy above the lowest of the compared OMol25 structures with the same formula, charge and spin is 79.3 kcal/mol. The charge is 0. As for the gap between HOMO and LUMO (alpha / beta): 7.895 / 6.981 eV.